The following is a quantum chemistry calculation of C10H20N2 in the gas phase at a distorted geometry, from the OMol25 dataset.

Calculated values
- energy above the lowest of the compared OMol25 structures with the same formula, charge and spin (kcal per mole) = 40.5
- charge = 0
- E (hartree) = -502.4353

Last columns: bonded neighbours and bond lengths (Å).
Positions of all 32 atoms, in Å:
1 C 1.97874 -1.70733 -0.33016  C2 1.328, C3 1.498, H13 1.082
2 C 2.02199 -0.46051 -0.78559  C1 1.328, C4 1.478, H14 1.090
3 C 0.82719 -2.26208 0.45152  C1 1.498, N11 1.453, H15 1.093, H16 1.094
4 C 1.03094 0.61015 -0.54718  C2 1.478, C5 1.509, C9 1.513
5 C 0.59147 1.25270 -1.84030  C4 1.509, H17 1.087, H18 1.089, H19 1.093
6 C 1.79971 0.99319 1.85641  C9 1.522, H20 1.088, H21 1.087, H22 1.085
7 C -2.66290 0.02761 1.30826  C10 1.537, H23 1.086, H24 1.084, H25 1.085
8 C -2.50452 -0.17212 -1.18828  C10 1.536, H26 1.088, H27 1.087, H28 1.088
9 C 1.37004 1.61212 0.53390  C4 1.513, C6 1.522, H29 1.099, H30 1.092
10 C -1.76729 0.27291 0.08330  C7 1.537, C8 1.536, N12 1.441, H31 1.096
11 N -0.43267 -1.67539 0.02704  C3 1.453, N12 1.358, H32 1.026
12 N -0.50410 -0.36118 0.36273  C10 1.441, N11 1.358
13 H 2.76893 -2.39976 -0.58797  C1 1.082
14 H 2.83740 -0.17132 -1.44836  C2 1.090
15 H 0.75560 -3.34404 0.31198  C3 1.093
16 H 0.93377 -2.05096 1.51951  C3 1.094
17 H -0.22950 1.94817 -1.68495  C5 1.087
18 H 0.28995 0.50147 -2.56918  C5 1.089
19 H 1.42614 1.81136 -2.27195  C5 1.093
20 H 2.01096 1.77809 2.58008  C6 1.088
21 H 2.69269 0.38650 1.73161  C6 1.087
22 H 1.00118 0.36529 2.23782  C6 1.085
23 H -2.86990 -1.03366 1.40843  C7 1.086
24 H -2.15557 0.36387 2.20541  C7 1.084
25 H -3.59990 0.56434 1.20427  C7 1.085
26 H -2.85444 -1.19716 -1.08817  C8 1.088
27 H -1.86541 -0.09876 -2.06474  C8 1.087
28 H -3.36869 0.46948 -1.34457  C8 1.088
29 H 2.17357 2.26123 0.15985  C9 1.099
30 H 0.49502 2.24280 0.70561  C9 1.092
31 H -1.57440 1.34978 0.02558  C10 1.096
32 H -0.61604 -1.87680 -0.96192  N11 1.026

---

The following is a quantum chemistry calculation of C10H20N2 in the gas phase at a distorted geometry, from the OMol25 dataset.

Calculated values
- energy above the lowest of the compared OMol25 structures with the same formula, charge and spin (kcal per mole) = 25.9
- charge = 0
- E (hartree) = -502.4587
- SMILES = C1CCN(C2CCNCC2)CC1

Last columns: bonded neighbours and bond lengths (Å).
Positions of all 32 atoms, in Å:
1 C 0.13539 -3.21197 0.13985  C2 1.523, C12 1.631, H13 1.115, H14 1.101
2 C -0.28918 -2.64390 1.48798  C1 1.523, C3 1.496, H15 1.107, H16 1.116
3 C 0.36936 -1.33579 1.79221  C2 1.496, N4 1.398, H17 1.057, H18 1.081
4 N 0.39067 -0.40095 0.75235  C3 1.398, C5 1.425, C11 1.424
5 C -0.04377 0.95519 0.80880  N4 1.425, C6 1.592, C10 1.579, H19 1.111
6 C -1.45463 1.27709 0.14579  C5 1.592, C7 1.482, H20 1.106, H21 1.092
7 C -1.36048 1.73464 -1.26117  C6 1.482, N8 1.402, H22 1.170, H23 1.075
8 N -0.67114 2.95308 -1.33897  C7 1.402, C9 1.394, H24 1.011
9 C 0.67717 2.78836 -1.02587  N8 1.394, C10 1.570, H25 1.085, H26 1.066
10 C 0.84877 2.19863 0.41916  C5 1.579, C9 1.570, H27 1.036, H28 1.122
11 C 1.00388 -0.90301 -0.43016  N4 1.424, C12 1.541, H29 1.096, H30 1.185
12 C 0.26151 -2.10325 -1.04994  C1 1.631, C11 1.541, H31 1.102, H32 1.122
13 H -0.69099 -3.84426 -0.26130  C1 1.115
14 H 1.12772 -3.68702 0.16847  C1 1.101
15 H -1.38688 -2.52475 1.40528  C2 1.107
16 H 0.03710 -3.45027 2.18729  C2 1.116
17 H -0.12358 -0.92961 2.63445  C3 1.057
18 H 1.41607 -1.54309 1.96447  C3 1.081
19 H -0.27871 1.03224 1.89178  C5 1.111
20 H -1.88008 2.08671 0.76833  C6 1.106
21 H -2.21173 0.49519 0.23856  C6 1.092
22 H -0.90684 0.89284 -1.93541  C7 1.170
23 H -2.40086 1.74376 -1.53037  C7 1.075
24 H -0.73502 3.36813 -2.25822  N8 1.011
25 H 1.10968 3.77698 -1.13953  C9 1.085
26 H 1.22957 2.10651 -1.63126  C9 1.066
27 H 1.84822 1.98522 0.59102  C10 1.036
28 H 0.56574 3.03661 1.10979  C10 1.122
29 H 1.18948 -0.20189 -1.25223  C11 1.096
30 H 2.08270 -1.21862 -0.05448  C11 1.185
31 H 0.91959 -2.41886 -1.87570  C12 1.102
32 H -0.77870 -2.01396 -1.46099  C12 1.122

---

The following is a quantum chemistry calculation of 2 unconnected molecules or ions with the total composition C10H20N2 at a distorted geometry, from the OMol25 dataset.

Calculated values
- energy above the lowest of the compared OMol25 structures with the same formula, charge and spin (kcal per mole) = 48.0
- charge = +2
- E (hartree) = -501.7765

Last columns: bonded neighbours and bond lengths (Å).
Positions of all 32 atoms, in Å:
1 C -1.34966 -0.57451 -0.67700  C2 1.206, C4 1.399
2 C -2.50188 -0.29140 -0.89306  C1 1.206, C9 1.408
3 C 0.77723 -2.04581 -0.77236  C4 1.211, H14 1.050
4 C -0.12723 -1.25355 -0.62571  C1 1.399, C3 1.211
5 C -4.10419 0.72980 1.23132  N11 1.455, H15 1.029, H16 1.095, H17 1.070
6 C -6.13127 0.19556 -0.13025  N11 1.539, H18 1.118, H19 1.121, H20 1.105
7 C 5.22154 1.08662 1.24407  N12 1.562, H21 1.104, H22 1.127, H23 1.162
8 C 5.46492 -0.57289 -0.52133  N12 1.468, H24 1.060, H25 1.141, H26 1.132
9 C -3.85022 0.01916 -1.15596  C2 1.408, N11 1.562, H27 1.097, H28 1.065
10 C 3.13834 0.10380 0.07299  N12 1.492, H13 1.113, H29 1.129, H30 1.098
11 N -4.65434 -0.10812 0.17653  C5 1.455, C6 1.539, C9 1.562, H31 1.051
12 N 4.57384 0.49378 -0.04792  C7 1.562, C8 1.468, C10 1.492, H32 1.010
13 H 2.72856 0.98634 0.61289  C10 1.113
14 H 1.44802 -2.85313 -0.76427  C3 1.050
15 H -4.81276 1.09235 1.88320  C5 1.029
16 H -3.25345 0.22357 1.70000  C5 1.095
17 H -3.55222 1.52011 0.76769  C5 1.070
18 H -6.05991 1.26099 -0.46281  C6 1.118
19 H -6.44672 -0.44708 -0.99256  C6 1.121
20 H -6.88460 -0.10950 0.61866  C6 1.105
21 H 6.26542 1.31650 0.96862  C7 1.104
22 H 4.44123 1.85143 1.52043  C7 1.127
23 H 5.33399 0.28162 2.07482  C7 1.162
24 H 6.48064 -0.37206 -0.29465  C8 1.060
25 H 5.31079 -1.54784 0.05019  C8 1.141
26 H 5.30061 -0.79427 -1.61968  C8 1.132
27 H -4.32767 -0.57092 -1.94812  C9 1.097
28 H -3.83864 1.03982 -1.46001  C9 1.065
29 H 2.74003 -0.03859 -0.97368  C10 1.129
30 H 2.85399 -0.81267 0.60711  C10 1.098
31 H -4.80459 -1.10691 0.46795  N11 1.051
32 H 4.62021 1.29778 -0.65710  N12 1.010

---

The following is a quantum chemistry calculation of C10H20N2O2S in the gas phase at a distorted geometry, from the OMol25 dataset.

Calculated values
- energy above the lowest of the compared OMol25 structures with the same formula, charge and spin (kcal per mole) = 159.3
- charge = 0
- E (hartree) = -1050.9876

Last columns: bonded neighbours and bond lengths (Å).
Positions of all 35 atoms, in Å:
1 C 1.99742 0.31838 -0.85409  C2 1.520, N11 1.369, O13 1.196
2 C 0.58118 -0.23457 -0.86690  C1 1.520, C3 1.447, C10 1.575, H16 1.179
3 C -0.33901 0.56083 -0.08297  C2 1.447, S15 1.768, H17 1.030
4 C -2.98937 1.93521 1.10663  C9 1.547, H18 1.099, H19 1.155, H20 1.130
5 C -0.99425 -2.21296 -0.87641  C10 1.545, H21 1.053, H22 1.068, H23 0.962
6 C 1.61210 -2.52029 -0.86937  C10 1.532, H24 1.135, H25 1.116, H26 1.157
7 C 3.40870 2.04764 0.05794  N11 1.409, H27 1.029, H28 1.129, H29 1.122
8 C 1.53549 1.11187 2.19961  N12 1.436, H30 1.105, H31 1.057, H32 1.161
9 C -2.76611 1.73913 -0.41174  C4 1.547, S15 1.830, H33 1.108, H34 1.108
10 C 0.39095 -1.72550 -0.39622  C2 1.575, C5 1.545, C6 1.532, H35 1.104
11 N 2.20290 1.31778 0.05810  C1 1.369, C7 1.409, N12 1.353
12 N 1.29313 1.77527 0.94902  C8 1.436, N11 1.353
13 O 2.87853 -0.07062 -1.56281  C1 1.196
14 O -1.09804 1.86956 -2.20460  S15 1.462
15 S -0.99729 2.05662 -0.75785  C3 1.768, C9 1.830, O14 1.462
16 H 0.32338 -0.21358 -2.01685  C2 1.179
17 H -0.96184 0.16685 0.63676  C3 1.030
18 H -2.08713 1.52968 1.58532  C4 1.099
19 H -3.02267 3.08712 1.18841  C4 1.155
20 H -3.96022 1.44407 1.41263  C4 1.130
21 H -1.75366 -1.60147 -0.47989  C5 1.053
22 H -1.22078 -3.15708 -0.43145  C5 1.068
23 H -0.99037 -2.28483 -1.83575  C5 0.962
24 H 2.53520 -2.28907 -0.25111  C6 1.135
25 H 1.67149 -2.39366 -1.97633  C6 1.116
26 H 1.49091 -3.66466 -0.74545  C6 1.157
27 H 3.72724 2.38667 0.97549  C7 1.029
28 H 4.11053 1.42142 -0.56649  C7 1.129
29 H 3.35790 3.07861 -0.38175  C7 1.122
30 H 1.39348 0.02511 2.06047  C8 1.105
31 H 2.57046 1.18430 2.40051  C8 1.057
32 H 0.79775 1.51863 2.99861  C8 1.161
33 H -3.28044 2.41257 -1.12631  C9 1.108
34 H -2.97064 0.68096 -0.66992  C9 1.108
35 H 0.46251 -1.72993 0.70551  C10 1.104